(1)
71
Properties=species:S:1:pos:R:3:mulliken_charge:R:1 method="wB97M-V/def2-TZVPD" energy_ha=-1432.89123 e_above_lowest_kj_mol=0.0 homo_lumo_gap_ha=0.1027
C -4.292 -3.457 -1.634 -1.95
C -3.124 -4.330 -1.185 1.84
C -3.418 -5.779 -1.542 -1.95
O -1.968 -3.899 -1.869 -0.49
B -1.243 -3.058 -0.946 1.30
C 0.240 -3.774 -0.741 -0.17
C 0.979 -3.543 0.415 -0.05
C 2.147 -4.285 0.665 -0.78
C 2.563 -5.263 -0.246 -0.39
C 1.836 -5.456 -1.426 -0.65
C 0.688 -4.690 -1.683 -0.40
C -1.073 -1.492 -1.559 -1.04
C 0.054 -0.765 -0.947 0.11
C -0.139 0.219 -0.042 -0.37
O -1.900 -2.980 0.335 -0.71
C -2.778 -4.086 0.370 1.72
C -4.000 -3.772 1.219 -1.98
C -2.057 -5.268 1.009 -1.88
H -5.226 -3.805 -1.179 0.34
H -4.128 -2.405 -1.363 0.27
H -4.398 -3.528 -2.725 0.47
H -4.285 -6.136 -0.966 0.33
H -3.666 -5.850 -2.607 0.46
H -2.556 -6.429 -1.345 0.35
H 0.657 -2.789 1.138 0.36
H 2.713 -4.094 1.578 0.34
H 3.447 -5.870 -0.039 0.36
H 2.146 -6.203 -2.157 0.35
H 0.145 -4.840 -2.616 0.37
H -0.920 -1.673 -2.632 0.29
H -2.025 -0.967 -1.384 0.14
H 1.063 -1.074 -1.257 0.34
H 0.679 0.828 0.322 -0.38
H -1.145 0.367 0.357 0.20
H -4.705 -4.614 1.175 0.31
H -3.696 -3.643 2.263 0.48
H -4.504 -2.859 0.887 0.35
H -2.741 -6.119 1.110 0.37
H -1.169 -5.574 0.438 0.23
H -1.736 -4.970 2.019 0.45
C -2.123 6.729 0.949 -0.90
N -0.879 5.989 0.826 0.16
C -0.764 4.647 1.012 -0.98
C 0.605 4.268 0.905 0.26
C 1.117 2.971 1.028 -0.45
C 2.444 2.583 0.618 1.08
C 3.063 3.123 -0.543 -0.74
C 4.399 2.854 -0.838 -0.49
C 5.144 1.995 -0.021 -0.39
C 4.523 1.364 1.065 -0.66
C 3.188 1.626 1.364 -0.31
C 1.348 5.527 0.709 0.70
C 2.685 5.900 0.722 0.03
C 3.029 7.254 0.561 -0.88
C 2.046 8.246 0.468 -0.68
C 0.687 7.908 0.545 -0.82
C 0.382 6.559 0.638 0.27
H -1.959 7.777 0.685 0.28
H -2.887 6.304 0.287 0.34
H -2.495 6.677 1.983 0.35
H -1.631 4.022 1.206 0.53
H 0.516 2.272 1.610 0.65
H 2.482 3.783 -1.191 0.57
H 4.864 3.329 -1.702 0.43
H 6.192 1.796 -0.250 0.41
H 5.088 0.663 1.682 0.40
H 2.708 1.146 2.225 0.37
H 3.460 5.145 0.856 0.48
H 4.079 7.536 0.508 0.40
H 2.332 9.287 0.349 0.40
H -0.107 8.648 0.533 0.24

(2)
82
Properties=species:S:1:pos:R:3:mulliken_charge:R:1 method="wB97M-V/def2-TZVPD" energy_ha=-3676.31471 total_charge=+3 s2=3.7530 homo_lumo_gap_ha="0.3049 / 0.3066" spin_multiplicity=4
Er 0.465 -0.127 -0.025 1.26
C -1.923 -1.840 2.175 -0.97
C -2.095 -1.748 0.661 -0.33
N -0.895 -2.108 -0.157 -0.15
C -1.262 -2.340 -1.595 -1.09
C -1.538 -1.041 -2.334 -0.55
N -0.347 -0.154 -2.252 -0.33
C -0.520 1.218 -2.828 -0.62
C -1.612 2.061 -2.177 -1.11
C -1.763 2.027 -0.659 -0.42
N -0.481 2.103 0.105 -0.12
C -0.720 2.440 1.547 -0.92
C -1.246 1.246 2.322 -0.61
N -0.276 0.120 2.224 -0.23
C -0.732 -1.158 2.856 -0.60
H -1.892 -2.893 2.467 0.40
H -2.858 -1.469 2.598 0.42
H -2.410 -0.743 0.363 0.01
H -2.920 -2.408 0.380 0.56
H -0.524 -2.988 0.201 0.33
H -2.141 -2.986 -1.656 0.49
H -0.432 -2.875 -2.063 0.43
H -2.393 -0.512 -1.914 0.43
H -1.785 -1.269 -3.374 0.49
H 0.391 -0.592 -2.810 0.30
H -0.737 1.132 -3.896 0.57
H 0.458 1.704 -2.749 0.30
H -2.590 1.808 -2.592 0.43
H -1.437 3.091 -2.499 0.41
H -2.284 1.120 -0.339 0.15
H -2.407 2.858 -0.359 0.56
H 0.076 2.862 -0.285 0.34
H -1.429 3.267 1.627 0.52
H 0.230 2.780 1.968 0.27
H -2.209 0.905 1.940 0.37
H -1.399 1.529 3.366 0.55
H 0.550 0.409 2.755 0.36
H -1.006 -0.963 3.896 0.48
H 0.141 -1.814 2.881 0.26
F 6.290 -4.544 3.947 -0.23
C 5.486 -4.966 2.968 0.72
F 6.201 -5.725 2.134 -0.23
F 4.521 -5.717 3.505 -0.27
C 4.907 -3.777 2.222 0.08
C 5.780 -2.946 1.524 -1.15
C 5.289 -1.852 0.836 -0.30
C 3.915 -1.586 0.845 0.32
C 3.058 -2.431 1.542 0.36
C 3.545 -3.528 2.238 -0.74
P 3.225 -0.191 -0.035 1.70
C 3.588 1.360 0.807 0.27
C 3.111 2.552 0.248 -0.63
C 3.236 3.746 0.941 -1.02
C 3.827 3.749 2.198 0.00
C 4.314 2.575 2.755 -0.94
C 4.190 1.376 2.065 -0.94
C 3.912 5.034 3.000 0.81
F 5.082 5.127 3.626 -0.23
F 2.938 5.046 3.926 -0.25
F 3.752 6.103 2.219 -0.26
C 3.806 -0.117 -1.735 0.35
C 4.741 0.817 -2.177 -0.25
C 5.139 0.815 -3.507 -0.93
C 4.611 -0.118 -4.387 -0.01
C 3.697 -1.070 -3.952 -0.89
C 3.294 -1.064 -2.628 -0.93
C 5.019 -0.071 -5.848 0.85
F 4.273 0.834 -6.497 -0.23
F 4.838 -1.256 -6.434 -0.25
F 6.299 0.279 -5.970 -0.24
H 6.840 -3.162 1.522 0.46
H 5.974 -1.214 0.290 0.56
H 1.981 -2.251 1.561 -0.58
H 2.882 -4.186 2.782 0.56
H 2.695 2.569 -0.756 0.90
H 2.900 4.676 0.502 0.55
H 4.799 2.598 3.722 0.52
H 4.575 0.465 2.506 0.51
H 5.169 1.541 -1.495 0.55
H 5.872 1.530 -3.856 0.51
H 3.326 -1.817 -4.641 0.54
H 2.628 -1.854 -2.281 0.78

(3)
84
Properties=species:S:1:pos:R:3:mulliken_charge:R:1 method="wB97M-V/def2-TZVPD" energy_ha=-2585.75230 total_charge=-1 e_above_lowest_kj_mol=0.0 s2=2.0080 homo_lumo_gap_ha="0.2186 / 0.2664" spin_multiplicity=3
W 0.284 -0.439 0.516 1.78
C 0.963 -3.250 -1.077 -1.06
N 1.839 -2.150 -0.608 0.25
C 2.829 -2.812 0.278 -1.34
C 3.685 -1.950 1.196 -0.86
C 2.858 -1.072 2.152 -0.72
N 1.460 -1.476 2.095 0.48
C 0.971 -2.178 3.041 -0.55
C -0.370 -2.702 3.121 1.09
C -0.775 -3.292 4.328 -0.88
C -2.026 -3.839 4.478 -0.86
C -2.904 -3.809 3.386 -0.54
C -2.532 -3.254 2.186 -0.94
C -1.253 -2.679 2.009 -0.03
O -0.922 -2.183 0.855 -0.37
C 2.501 -1.623 -1.829 -0.67
C 3.185 -0.277 -1.717 -1.38
C 2.229 0.887 -1.521 -0.52
N 1.701 0.986 -0.164 -0.21
C 1.304 2.342 0.072 -0.85
C 1.308 2.741 1.520 0.79
C 1.785 3.988 1.895 -0.39
C 1.782 4.407 3.219 -0.89
C 1.287 3.542 4.188 -0.61
C 0.812 2.290 3.837 -0.80
C 0.814 1.868 2.499 -0.26
O 0.355 0.668 2.215 -0.24
H 1.563 -3.990 -1.622 0.45
H 0.200 -2.859 -1.741 0.16
H 0.470 -3.718 -0.231 0.36
H 3.487 -3.429 -0.350 0.53
H 2.265 -3.500 0.906 0.70
H 4.394 -1.339 0.641 0.30
H 4.282 -2.659 1.778 0.44
H 2.901 -0.027 1.846 -0.08
H 3.234 -1.153 3.177 0.67
H 1.622 -2.410 3.890 0.24
H -0.074 -3.302 5.157 0.37
H -2.330 -4.277 5.419 0.38
H -3.898 -4.229 3.488 0.43
H -3.211 -3.221 1.344 0.43
H 1.730 -1.525 -2.589 0.17
H 3.207 -2.389 -2.180 0.73
H 3.709 -0.130 -2.668 0.62
H 3.944 -0.254 -0.934 0.22
H 1.437 0.825 -2.281 -0.14
H 2.796 1.802 -1.736 0.78
H 2.001 3.017 -0.446 0.87
H 2.167 4.649 1.121 0.39
H 2.156 5.386 3.488 0.39
H 1.267 3.847 5.228 0.39
H 0.411 1.612 4.580 0.47
O -3.755 0.596 0.588 -0.81
C -2.691 0.211 0.131 0.44
O -1.552 0.426 0.698 -0.47
C -2.702 -0.505 -1.199 0.46
C -3.931 -0.833 -1.729 -0.70
C -4.028 -1.436 -2.975 -0.79
C -2.904 -1.672 -3.741 -0.36
C -1.685 -1.299 -3.226 -0.57
C -1.514 -0.768 -1.921 0.47
O -0.322 -0.575 -1.451 0.74
N -0.529 -1.479 -4.102 1.21
O 0.257 -0.560 -4.207 -0.57
O -0.431 -2.538 -4.701 -0.65
N -5.333 -1.806 -3.508 1.03
O -6.312 -1.616 -2.812 -0.64
O -5.376 -2.304 -4.622 -0.67
H -4.814 -0.603 -1.150 0.63
H -2.977 -2.121 -4.720 0.62
C -1.483 5.016 -0.233 -1.23
Si -0.672 3.768 -1.361 0.55
C -1.945 2.955 -2.456 -0.87
C 0.641 4.615 -2.403 -1.17
O -0.004 2.562 -0.483 -0.22
H -1.984 5.812 -0.790 0.40
H -0.744 5.471 0.431 0.30
H -2.224 4.513 0.393 0.32
H -2.435 3.673 -3.119 0.50
H -2.717 2.478 -1.846 0.19
H -1.476 2.182 -3.070 0.13
H 0.192 5.372 -3.051 0.43
H 1.158 3.892 -3.038 0.30
H 1.388 5.114 -1.780 0.30